CH6OS2 | ωB97M-V/def2-TZVPD

Its energy is -913.275056 Eh. For the molecular weight, the calculation gives 98.2 g/mol. Its SMILES is CO.SS. For the energy above the lowest of the compared OMol25 structures with the same formula, charge and spin, the calculation gives 72.0 kJ/mol. The value obtained for the HOMO-LUMO gap is 10.05 eV. As for the multiplicity: 1. The calculation puts the LUMO energy at 0.41 eV.

```
10
Properties=species:S:1:pos:R:3:forces:R:3:lowdin_charge:R:1
C 2.4364 -3.7420 0.2085 -0.75 -0.73 0.61 -0.173
O 2.5844 -2.6101 1.0393 -0.86 -0.68 0.46 -0.103
H 1.4959 -4.1957 0.5399 0.00 0.08 -0.31 0.078
H 2.3591 -3.5357 -0.8594 0.13 0.20 0.02 0.076
H 3.1771 -4.5227 0.4035 0.36 0.26 -0.16 0.073
H 3.2173 -2.0210 0.6880 1.11 0.88 -0.62 0.048
S -4.1536 5.7755 0.3838 0.09 -0.10 0.56 0.198
S -4.2372 5.1147 -1.5321 0.18 -0.27 -0.64 0.190
H -2.8261 5.9715 0.5767 -0.22 -0.10 -0.29 -0.197
H -4.0532 3.7655 -1.4482 -0.05 0.48 0.37 -0.191
```
Forces are in eV/Å.


CH6OS2 | ωB97M-V/def2-TZVPD

Its energy is -913.252101 Eh. For the molecular weight, the calculation gives 98.2 g/mol. Its SMILES is CO.SS. For the energy above the lowest of the compared OMol25 structures with the same formula, charge and spin, the calculation gives 132.2 kJ/mol. The value obtained for the HOMO-LUMO gap is 9.76 eV. As for the multiplicity: 1. The calculation puts the LUMO energy at 0.51 eV.

```
10
Properties=species:S:1:pos:R:3:forces:R:3:lowdin_charge:R:1
C 0.9245 0.8610 -1.1170 -1.04 -0.35 -1.32 -0.173
O 0.2729 2.1052 -1.0992 -0.48 0.45 -0.09 -0.108
H 0.1854 0.0528 -1.2473 0.25 0.31 0.10 0.066
H 1.6227 0.8209 -1.9359 0.31 -0.07 -0.52 0.072
H 1.4670 0.6983 -0.2448 0.90 -0.45 1.73 0.052
H 0.5945 2.6199 -0.3615 0.06 0.12 0.11 0.070
S -2.1796 -2.0460 1.8843 -4.26 0.67 2.48 0.162
S -0.6197 -2.2582 0.8818 5.52 -0.24 -1.32 0.123
H -2.7701 -0.8887 1.4299 0.67 -0.29 0.16 -0.163
H 0.5024 -1.9650 1.8096 -1.92 -0.14 -1.31 -0.100
```
Forces are in eV/Å.


CH6OSi | ωB97M-V/def2-TZVPD

Its energy is -406.241464 Eh. For the molecular weight, the calculation gives 62.1 g/mol. For the energy above the lowest of the compared OMol25 structures with the same formula, charge and spin, the calculation gives 540.6 kJ/mol. The value obtained for the HOMO-LUMO gap (alpha / beta) is 7.17 / 8.38 eV. As for the multiplicity: 1. The calculation puts the LUMO energy (alpha / beta) at 0.12 / -0.08 eV.

```
9
Properties=species:S:1:pos:R:3:forces:R:3:lowdin_charge:R:1
C -0.3533 0.1302 -0.2882 -0.74 -1.63 0.24 -0.086
O 0.8772 0.2212 0.2544 -4.30 -1.31 0.60 -0.432
Si 2.2721 0.7527 -0.1610 2.71 2.51 -2.06 0.601
H -1.1360 -0.4377 0.2703 0.95 0.94 0.26 0.016
H -0.3677 -0.2170 -1.3030 0.14 0.40 -0.85 0.045
H -3.1759 -0.4477 0.8161 -2.67 -2.38 0.28 0.007
H 2.8355 0.4987 -1.5557 -0.27 -0.43 0.82 -0.087
H 2.8798 0.5493 1.0837 1.58 -0.48 0.96 -0.105
H -3.8317 -1.0498 0.8834 2.59 2.38 -0.27 0.041
```
Forces are in eV/Å.


energy of number 3 (CH6OSi)? -406.241464 Eh


Number 1 is which compound? CH6OS2